Molecular formula: C58H63Cl2N4O2
Method: DFT, ωB97M-V/def2-TZVPD

```
129
Properties=species:S:1:pos:R:3:lowdin_charge:R:1
Cl -5.17 5.51 2.34 0.698
C -3.77 4.56 2.06 -0.677
C -3.75 3.21 2.44 -0.074
C -2.61 2.45 2.19 -0.037
C -1.54 2.98 1.46 -0.144
C -0.39 2.00 1.02 -0.218
C 0.76 2.84 0.43 -0.057
C 1.66 3.38 1.30 -0.054
C 2.60 4.49 1.17 -0.198
C 3.73 4.47 2.04 -0.025
C 4.64 5.52 2.06 -0.093
C 4.45 6.62 1.21 -0.693
Cl 5.58 7.89 1.25 0.721
C 3.35 6.66 0.35 -0.091
C 2.44 5.60 0.30 -0.015
C -1.56 4.33 1.11 -0.011
C -2.67 5.12 1.40 -0.078
H -4.62 2.77 2.92 0.108
H -2.58 1.41 2.54 0.104
H 0.02 1.60 1.96 0.112
H 0.72 3.07 -0.64 0.103
H 1.72 2.87 2.28 0.106
H 3.86 3.62 2.71 0.095
H 5.48 5.49 2.75 0.110
H 3.21 7.54 -0.27 0.109
H 1.58 5.63 -0.38 0.112
H -0.72 4.76 0.57 0.104
H -2.68 6.17 1.11 0.111
C -0.67 -3.60 2.38 -0.049
C -1.31 -2.58 3.31 -0.528
C -2.82 -2.48 3.03 -0.040
C -1.15 -3.13 4.74 -0.035
C -0.67 -1.16 3.24 -0.073
C -1.15 -0.21 4.15 -0.044
C -0.38 0.90 4.49 -0.043
C 0.95 1.00 4.05 -0.034
C 1.43 0.11 3.08 -0.095
C 2.93 -0.02 2.72 -0.515
C 3.35 -1.49 2.83 -0.037
C 3.76 0.78 3.72 -0.054
C 3.23 0.47 1.30 -0.031
C 0.45 -0.73 2.47 -0.081
N 0.55 -1.00 1.05 0.064
C -0.08 -0.35 0.05 -0.065
C -0.94 0.85 0.35 -0.152
C -2.05 1.11 -0.69 -0.128
C -1.94 1.98 -1.78 0.008
C -2.92 1.95 -2.78 0.046
C -3.99 1.05 -2.61 -0.149
N -4.57 0.46 -3.77 -0.306
O -5.30 -0.55 -3.60 0.049
O -4.29 0.91 -4.91 0.064
C -4.27 0.43 -1.38 0.033
C -3.27 0.49 -0.43 -0.028
N 0.02 -1.19 -1.05 0.140
C -0.57 -1.10 -2.37 -0.095
C 0.01 -0.27 -3.35 -0.095
C 1.37 0.48 -3.29 -0.515
C 2.31 -0.12 -4.35 -0.021
C 2.08 0.43 -1.95 -0.043
C 1.13 1.96 -3.60 -0.034
C -0.63 -0.13 -4.59 -0.023
C -1.82 -0.78 -4.87 -0.038
C -2.30 -1.71 -3.95 -0.025
C -1.69 -1.93 -2.72 -0.051
C -2.30 -3.10 -1.86 -0.499
C -3.60 -3.66 -2.47 -0.058
C -2.66 -2.60 -0.47 -0.058
C -1.35 -4.29 -1.77 -0.027
C 1.01 -2.16 -0.69 -0.191
C 1.71 -3.10 -1.56 -0.154
C 1.54 -3.24 -2.97 -0.041
C 2.26 -4.21 -3.67 -0.054
C 3.16 -5.04 -3.00 -0.052
C 3.35 -4.92 -1.62 -0.053
C 2.62 -3.97 -0.91 -0.007
N 1.29 -2.05 0.59 0.181
H 0.42 -3.61 2.46 0.086
H -1.05 -4.60 2.63 0.101
H -0.94 -3.42 1.33 0.050
H -3.34 -1.94 3.82 0.085
H -3.01 -1.97 2.08 0.062
H -3.25 -3.49 2.96 0.101
H -1.64 -2.51 5.49 0.086
H -1.59 -4.14 4.80 0.097
H -0.09 -3.22 5.00 0.098
H -2.10 -0.38 4.65 0.123
H -0.78 1.65 5.16 0.123
H 1.58 1.79 4.46 0.120
H 2.78 -2.11 2.13 0.047
H 4.41 -1.59 2.60 0.099
H 3.17 -1.87 3.85 0.097
H 3.54 1.85 3.67 0.055
H 3.58 0.43 4.74 0.100
H 4.83 0.66 3.50 0.100
H 2.54 1.26 1.00 0.050
H 4.25 0.88 1.24 0.103
H 3.17 -0.34 0.57 0.066
H -1.46 0.28 1.14 0.130
H -1.12 2.69 -1.87 0.103
H -2.85 2.54 -3.69 0.134
H -5.19 -0.12 -1.24 0.133
H -3.43 0.00 0.54 0.117
H 1.90 0.00 -5.36 0.090
H 3.28 0.38 -4.30 0.100
H 2.45 -1.19 -4.16 0.072
H 1.45 0.80 -1.14 0.065
H 2.44 -0.58 -1.72 0.083
H 2.97 1.08 -1.99 0.113
H 0.47 2.39 -2.85 0.051
H 2.09 2.50 -3.58 0.102
H 0.67 2.11 -4.58 0.085
H -0.21 0.51 -5.37 0.117
H -2.35 -0.62 -5.81 0.122
H -3.17 -2.29 -4.25 0.108
H -3.40 -4.16 -3.42 0.096
H -4.02 -4.41 -1.79 0.100
H -4.36 -2.88 -2.61 0.082
H -1.85 -2.00 -0.05 0.060
H -3.56 -1.98 -0.51 0.078
H -2.85 -3.45 0.20 0.095
H -0.47 -4.07 -1.16 0.063
H -1.87 -5.15 -1.32 0.101
H -1.01 -4.59 -2.78 0.100
H 0.83 -2.61 -3.49 0.104
H 2.10 -4.30 -4.75 0.118
H 3.73 -5.79 -3.56 0.113
H 4.05 -5.56 -1.09 0.114
H 2.73 -3.87 0.18 0.112
```

- Kohn-Sham gap (eV) = 7.28
- spin multiplicity = 1
- E_LUMO (eV) = -3.27
- HOMO level (hartree) = -0.388
- net charge = +1

***

Molecular formula: C5H8NS
Method: DFT, ωB97M-V/def2-TZVPD

```
15
Properties=species:S:1:pos:R:3:nbo_charge:R:1
C 0.85 -0.17 2.43 -0.776
S 1.88 -0.05 0.97 0.593
N 0.78 -0.25 -0.22 -0.467
C 0.80 -0.34 -1.56 0.209
C -0.68 -0.27 -1.76 -0.316
C -1.18 0.96 -1.12 -0.402
C -0.90 -0.23 -0.31 0.012
H 0.42 -1.20 2.62 0.256
H 0.08 0.73 2.53 0.258
H 1.60 -0.09 3.13 0.253
H 1.75 -0.48 -2.23 0.269
H -1.09 -0.94 -2.55 0.287
H -0.53 1.84 -0.99 0.259
H -2.26 1.29 -1.30 0.288
H -1.53 -0.80 0.36 0.277
```

- Kohn-Sham gap (eV) = 8.78
- spin multiplicity = 1
- E_LUMO (eV) = -4.61
- HOMO level (hartree) = -0.492
- SMILES = CS[N+]1=C[C@@H]2C[C@@H]21
- relative energy (zero: lowest compared OMol25 entry of this formula, charge and spin) (eV) = 3.6994
- net charge = +1

***

Molecular formula: C4H13NO2
Method: DFT, ωB97M-V/def2-TZVPD

```
20
Properties=species:S:1:pos:R:3:nbo_charge:R:1
C -0.40 -0.07 0.97 -0.582
C 0.46 -0.77 0.22 0.229
C 0.39 -2.37 0.21 -0.680
N 1.28 -0.12 -0.86 -0.624
C 2.51 -0.63 -1.35 -0.423
H -1.47 -0.33 1.26 0.198
H -0.17 0.86 1.47 0.221
H 0.36 -2.86 -0.81 0.212
H 1.24 -2.95 0.62 0.227
H -0.52 -2.70 0.73 0.227
H 1.04 0.83 -0.78 0.395
H 3.22 -0.04 -1.89 0.221
H 2.87 -0.95 -0.34 0.195
H 2.51 -1.60 -2.07 0.180
O -1.54 2.92 2.16 -0.912
H -2.22 2.72 1.38 0.450
H -1.82 3.86 2.15 0.463
O -2.47 1.23 -1.40 -0.911
H -2.70 2.18 -1.08 0.451
H -2.57 0.80 -0.58 0.463
```

- Kohn-Sham gap (eV) = 7.90
- spin multiplicity = 1
- E_LUMO (eV) = 0.22
- HOMO level (hartree) = -0.282
- SMILES = C=C(C)NC.O.O
- relative energy (zero: lowest compared OMol25 entry of this formula, charge and spin) (eV) = 3.7095

***

Molecular formula: C37H47IrN8P
Method: DFT, ωB97M-V/def2-TZVPD

```
94
Properties=species:S:1:pos:R:3:lowdin_charge:R:1
Ir 0.63 -1.05 1.07 1.387
C -0.81 -4.43 -3.09 -0.057
C -1.48 -4.99 -2.01 -0.059
C -1.41 -4.39 -0.77 -0.014
C -0.67 -3.22 -0.62 -0.268
C 0.01 -2.66 -1.70 -0.053
C -0.06 -3.28 -2.93 -0.060
N -0.55 -2.58 0.66 -0.137
N -1.16 -3.17 1.61 0.111
C -0.84 -2.65 2.84 -0.296
C -1.45 -3.11 4.00 0.022
C -1.04 -2.61 5.21 -0.034
C 0.00 -1.68 5.24 -0.028
C 0.57 -1.25 4.07 -0.078
N 0.14 -1.72 2.88 -0.079
H -0.86 -4.91 -4.06 0.112
H -2.06 -5.89 -2.13 0.112
H -1.92 -4.81 0.08 0.110
H 0.57 -1.74 -1.57 0.059
H 0.47 -2.85 -3.78 0.109
H -2.24 -3.85 3.91 0.126
H -1.50 -2.95 6.13 0.119
H 0.37 -1.28 6.18 0.118
H 1.38 -0.54 4.04 0.118
C 2.72 2.62 2.14 -0.039
C 4.01 2.17 2.37 -0.029
C 4.30 0.83 2.22 0.012
C 3.29 -0.05 1.85 -0.210
N 2.03 0.40 1.63 -0.064
C 1.76 1.70 1.77 -0.128
C 3.45 -1.50 1.69 -0.197
C 4.67 -2.16 1.85 -0.025
C 4.74 -3.53 1.68 -0.073
C 3.59 -4.24 1.35 -0.069
C 2.38 -3.58 1.19 -0.095
C 2.29 -2.20 1.35 -0.227
H 2.45 3.66 2.24 0.105
H 4.79 2.87 2.65 0.120
H 5.30 0.46 2.39 0.113
H 0.75 1.99 1.53 0.065
H 5.57 -1.61 2.10 0.107
H 5.68 -4.05 1.80 0.108
H 3.64 -5.31 1.23 0.109
H 1.50 -4.17 0.94 0.089
N -0.15 0.17 -0.20 -0.346
P -0.81 1.35 -0.96 0.572
N -2.23 1.03 -1.79 -0.197
C -3.54 1.56 -1.42 -0.193
C -4.38 0.57 -0.62 -0.184
C -4.55 -0.72 -1.41 -0.194
C -3.18 -1.26 -1.80 -0.180
C -2.35 -0.22 -2.54 -0.205
N 0.18 1.95 -2.14 -0.204
C 1.59 2.18 -1.82 -0.204
C 2.48 1.06 -2.36 -0.182
C 2.28 0.92 -3.86 -0.193
C 0.80 0.73 -4.20 -0.176
C -0.04 1.85 -3.59 -0.194
N -1.14 2.65 0.03 -0.217
C -1.30 4.00 -0.51 -0.204
C -0.45 4.97 0.31 -0.155
C -0.51 4.62 1.81 -0.181
C -1.75 3.79 2.13 -0.168
C -1.78 2.47 1.34 -0.208
H -4.07 1.78 -2.35 0.129
H -3.43 2.50 -0.90 0.088
H -5.35 1.02 -0.38 0.117
H -3.87 0.35 0.33 0.104
H -5.15 -0.52 -2.31 0.117
H -5.10 -1.47 -0.83 0.112
H -3.27 -2.16 -2.42 0.117
H -2.64 -1.54 -0.89 0.091
H -2.82 0.01 -3.51 0.130
H -1.36 -0.61 -2.75 0.076
H 1.70 2.28 -0.74 0.084
H 1.89 3.13 -2.26 0.127
H 2.21 0.13 -1.85 0.090
H 3.52 1.27 -2.12 0.115
H 2.87 0.09 -4.25 0.111
H 2.65 1.82 -4.36 0.116
H 0.46 -0.23 -3.79 0.085
H 0.64 0.70 -5.28 0.117
H -1.10 1.73 -3.78 0.102
H 0.27 2.81 -4.04 0.126
H -2.35 4.31 -0.46 0.114
H -1.01 4.01 -1.56 0.113
H -0.80 5.99 0.14 0.113
H 0.59 4.93 -0.04 0.104
H -0.51 5.53 2.42 0.113
H 0.38 4.06 2.10 0.068
H -2.64 4.37 1.91 0.115
H -1.79 3.56 3.20 0.115
H -2.82 2.15 1.24 0.100
H -1.26 1.68 1.88 0.087
```

- Kohn-Sham gap (eV) = 6.20
- spin multiplicity = 1
- E_LUMO (eV) = -3.97
- HOMO level (hartree) = -0.374
- relative energy (zero: lowest compared OMol25 entry of this formula, charge and spin) (eV) = 0.4347
- net charge = +1

***

Molecular formula: C3H5N4O3
Method: DFT, ωB97M-V/def2-TZVPD

```
15
Properties=species:S:1:pos:R:3:nbo_charge:R:1
C 0.62 -0.02 0.46 -0.227
C 1.72 -1.02 0.23 -0.127
C 0.78 1.23 0.22 -0.106
N 1.97 1.68 -0.37 -0.240
N 2.86 0.91 -0.71 0.137
N -2.22 -0.84 -0.22 -0.706
N -2.89 0.27 -0.20 0.585
O -4.06 0.36 -0.50 -0.542
O -2.25 1.28 0.27 -0.604
O 2.91 -0.36 -0.34 -0.375
H -0.39 -0.42 0.55 0.297
H -2.71 -1.66 -0.62 0.313
H 2.02 -1.51 1.20 0.175
H 1.56 -1.85 -0.48 0.184
H 0.06 1.95 0.52 0.237
```

- Kohn-Sham gap (eV) = 8.17
- spin multiplicity = 1
- E_LUMO (eV) = 3.59
- HOMO level (hartree) = -0.168
- relative energy (zero: lowest compared OMol25 entry of this formula, charge and spin) (eV) = 3.6773
- net charge = -1

***

Molecular formula: C14H21FO4S2
Method: DFT, ωB97M-V/def2-TZVPD

```
42
Properties=species:S:1:pos:R:3:nbo_charge:R:1
O 1.81 -2.82 -3.62 -0.952
S 1.64 -3.11 -2.28 2.197
O 1.31 -4.50 -2.02 -0.963
C 2.94 -2.52 -1.20 -0.654
C 2.29 -1.41 -0.39 -0.422
C 1.08 -0.98 -1.17 -0.444
C 0.39 -2.10 -1.56 -0.683
H 3.62 -2.31 -1.86 0.217
H 3.38 -3.52 -0.59 0.266
H 2.03 -1.72 0.60 0.230
H 3.33 -0.79 -0.43 0.240
H 1.43 -0.54 -2.17 0.228
H 0.40 -0.41 -0.36 0.233
H -0.36 -1.95 -2.32 0.266
H 0.17 -2.74 -0.58 0.241
O -0.82 3.66 1.21 -0.947
S -1.28 3.83 -0.08 2.233
O -2.58 4.38 -0.43 -0.939
C 0.02 4.66 -0.94 -0.700
C 0.29 3.62 -2.11 -0.390
C -0.81 2.66 -2.29 -0.411
C -1.17 2.35 -0.98 -0.709
H 0.72 5.06 -0.23 0.258
H -0.39 5.57 -1.31 0.240
H 0.67 4.20 -2.96 0.223
H 1.05 3.14 -1.71 0.196
H -0.57 1.76 -3.04 0.245
H -1.75 3.32 -2.52 0.225
H -0.48 1.57 -0.52 0.221
H -2.12 1.95 -1.03 0.254
F -2.47 -1.57 0.77 -0.312
C -2.07 -1.63 2.01 0.400
C -1.11 -0.57 2.42 -0.288
C -0.48 -0.62 3.68 -0.188
C -0.70 -1.82 4.51 -0.234
C -1.64 -2.75 4.18 -0.164
C -2.33 -2.75 2.84 -0.276
H -0.81 0.29 1.80 0.226
H 0.27 0.12 3.84 0.219
H -0.18 -1.95 5.45 0.216
H -1.84 -3.54 4.73 0.196
H -2.89 -3.51 2.61 0.208
```

- Kohn-Sham gap (eV) = 9.74
- spin multiplicity = 1
- E_LUMO (eV) = 0.35
- HOMO level (hartree) = -0.345
- SMILES = O=S1(=O)CCCC1.O=S1(=O)CCCC1.Fc1ccccc1
- relative energy (zero: lowest compared OMol25 entry of this formula, charge and spin) (eV) = 0.3145

***

Which value of spin multiplicity does entry 3 give? 1

***

Please write out number 2 again, unchanged.
Molecular formula: C5H8NS
Method: DFT, ωB97M-V/def2-TZVPD

```
15
Properties=species:S:1:pos:R:3:nbo_charge:R:1
C 0.85 -0.17 2.43 -0.776
S 1.88 -0.05 0.97 0.593
N 0.78 -0.25 -0.22 -0.467
C 0.80 -0.34 -1.56 0.209
C -0.68 -0.27 -1.76 -0.316
C -1.18 0.96 -1.12 -0.402
C -0.90 -0.23 -0.31 0.012
H 0.42 -1.20 2.62 0.256
H 0.08 0.73 2.53 0.258
H 1.60 -0.09 3.13 0.253
H 1.75 -0.48 -2.23 0.269
H -1.09 -0.94 -2.55 0.287
H -0.53 1.84 -0.99 0.259
H -2.26 1.29 -1.30 0.288
H -1.53 -0.80 0.36 0.277
```

- Kohn-Sham gap (eV) = 8.78
- spin multiplicity = 1
- E_LUMO (eV) = -4.61
- HOMO level (hartree) = -0.492
- SMILES = CS[N+]1=C[C@@H]2C[C@@H]21
- relative energy (zero: lowest compared OMol25 entry of this formula, charge and spin) (eV) = 3.6994
- net charge = +1